A structure of composition C13H10BrO2Pm. Source: the OMol25 dataset; level of theory: ωB97M-V with the def2-TZVPD basis set.

- <S²> = 6.0058
- HOMO-LUMO gap (alpha / beta) (eV) = 8.148 / 8.377
- largest force on an atom (eV/A) = 0.66
- ΔE to the lowest compared entry with this formula, charge and spin (kcal/mol) = 0.0
- HOMO (alpha / beta) (eV) = -16.70 / -16.70
- LUMO (alpha / beta) (hartree) = -0.31412 / -0.30595

```
! RIJCOSX wB97M-V def2-TZVPD def2/J DEFGRID3
* xyz 2 5
C -0.547 2.744 -1.765
C 0.444 -0.628 2.391
H -2.389 2.162 -2.719
H 2.439 1.165 -2.156
C 0.079 -2.576 1.018
H 1.051 -0.252 -3.651
Pm -0.584 0.070 -0.612
H -0.990 3.576 -1.231
C 0.653 -1.333 1.208
C -0.541 -2.616 3.308
H -0.284 -0.772 4.402
C 1.384 1.379 -2.277
C -0.759 0.866 -3.290
C 0.505 0.872 2.274
C -0.117 -1.292 3.467
C 0.813 2.463 -1.605
O 0.035 1.206 0.997
C -1.333 1.945 -2.602
H -0.980 -3.132 4.152
H 1.337 -0.936 0.444
H -1.370 0.249 -3.939
O 0.769 1.676 3.092
Br -0.105 -3.035 -0.823
H -0.996 -4.212 1.927
C 0.599 0.581 -3.125
C -0.530 -3.246 2.066
H 1.417 3.075 -0.949
*
```

---

A structure of composition C13H10ClN3O2Sn in a non-equilibrium geometry. Source: the OMol25 dataset; level of theory: ωB97M-V with the def2-TZVPD basis set.

- HOMO-LUMO gap (alpha / beta) (eV) = 6.111 / 3.711
- largest force on an atom (eV/A) = 7.43
- ΔE to the lowest compared entry with this formula, charge and spin (kcal/mol) = 14.1
- HOMO (alpha / beta) (eV) = -15.72 / -14.96
- LUMO (alpha / beta) (hartree) = -0.35318 / -0.41332

```
! RIJCOSX wB97M-V def2-TZVPD def2/J DEFGRID3
* xyz 2 1
C -18.726 0.066 3.570
C -12.475 1.311 3.578
H -16.471 -2.470 1.751
O -14.334 -1.829 2.752
O -16.964 0.830 4.862
C -18.467 -1.696 1.949
N -13.455 0.590 3.830
H -7.533 -0.454 3.315
H -10.330 2.781 3.566
C -16.555 -0.916 3.192
N -10.886 -0.530 3.520
C -15.058 -0.947 3.355
C -9.612 -0.921 3.441
H -9.420 -1.991 3.441
H -7.943 1.992 3.376
H -16.031 0.643 5.031
C -17.127 -1.767 2.244
H -19.347 0.751 4.131
Sn -12.263 -2.959 3.420
H -20.312 -0.698 2.369
C -19.257 -0.762 2.605
C -8.534 -0.056 3.357
C -10.078 1.735 3.478
C -17.373 -0.017 3.874
N -14.579 -0.015 4.176
H -18.887 -2.346 1.206
Cl -12.785 -2.821 5.689
C -8.771 1.298 3.377
C -11.091 0.799 3.540
H -12.637 2.379 3.371
*
```

---

The molecule C13H10OS in a non-equilibrium geometry. Source: the OMol25 dataset; level of theory: ωB97M-V with the def2-TZVPD basis set.

- HOMO-LUMO gap (eV) = 7.552
- largest force on an atom (eV/A) = 5.95
- ΔE to the lowest compared entry with this formula, charge and spin (kcal/mol) = 0.0
- HOMO (eV) = -7.94
- structure (SMILES) = O=C1C=CC=C[C@]12CSc1ccccc12
- LUMO (hartree) = -0.01438

```
! RIJCOSX wB97M-V def2-TZVPD def2/J DEFGRID3
* xyz 0 1
H -4.177 -0.756 -1.525
C -1.088 -1.269 -0.274
C 0.716 2.115 -0.413
C -2.192 -1.618 -0.981
C -2.913 0.779 -0.944
O 0.548 1.567 2.395
H 1.852 -0.439 3.337
S -1.027 2.693 -0.494
C 0.943 0.658 1.725
H -3.502 1.527 -1.368
C -0.704 0.069 -0.180
H 1.059 1.917 -1.498
C 2.584 -1.103 1.424
C -3.127 -0.587 -1.276
H 3.287 -1.811 1.958
C 2.447 -1.136 0.013
C -1.589 1.073 -0.536
H 3.078 -1.733 -0.510
C 1.585 -0.238 -0.543
C 1.785 -0.367 2.183
H -2.594 -2.643 -1.090
C 0.679 0.666 0.165
H 1.385 -0.206 -1.554
H -0.289 -1.901 -0.159
H 1.256 2.743 0.143
*
```